Computed, not measured: a molecular structure, C60H50N6O3P2TeTl, with the ωB97M-V functional and the def2-TZVPD basis.

XYZ file:
```
123
Properties=species:S:1:pos:R:3:forces:R:3
Tl -1.472773 0.555126 1.075789 0.11 0.07 0.01
C -2.230562 3.153019 -1.538544 0.05 -0.07 0.02
N -2.767152 2.838311 -0.238771 -0.09 0.06 0.07
C -3.061868 3.955990 0.619370 0.04 -0.01 -0.05
C -1.911932 4.287049 1.534926 0.03 -0.02 -0.01
N -1.010601 3.443797 1.937356 -0.01 -0.05 -0.02
C -0.178720 4.160358 2.785072 0.00 0.01 0.01
C 0.974783 3.752979 3.449027 -0.02 -0.02 0.03
C 1.646277 4.693598 4.204614 -0.02 0.00 0.01
C 1.189040 6.016240 4.299717 -0.01 0.00 0.01
C 0.048788 6.438439 3.639491 0.01 0.01 0.00
C -0.621639 5.484145 2.883966 0.01 -0.01 -0.01
N -1.739512 5.539562 2.068765 -0.02 0.03 -0.02
C -1.843766 1.885059 -2.235906 0.06 -0.01 0.16
N -1.472173 0.803547 -1.618290 -0.11 -0.08 -0.13
C -1.173391 -0.113398 -2.614535 -0.09 0.09 -0.04
C -0.705799 -1.417155 -2.511765 0.00 0.01 -0.02
C -0.473025 -2.105880 -3.686566 0.01 -0.02 0.03
C -0.705952 -1.517917 -4.938210 0.01 -0.02 -0.02
C -1.172029 -0.220990 -5.054912 0.00 0.01 0.00
C -1.394955 0.466131 -3.869640 0.05 -0.03 -0.02
N -1.826503 1.749964 -3.595442 -0.01 0.05 0.04
H -2.920630 3.726380 -2.182663 -0.01 -0.01 0.03
H -1.328069 3.766836 -1.415952 0.00 -0.02 -0.02
H -3.498127 2.123495 -0.242383 -0.04 0.02 -0.09
H -3.332808 4.865902 0.058853 -0.03 -0.02 0.01
H -3.927654 3.703058 1.237940 0.03 -0.03 -0.01
H 1.342562 2.740507 3.340679 0.00 0.00 0.00
H 2.555653 4.412359 4.719402 0.01 0.00 0.00
H 1.747785 6.726546 4.895748 0.00 0.00 0.00
H -0.292822 7.463813 3.705560 0.00 0.00 0.00
H -2.317482 6.340267 1.888169 0.01 0.00 0.00
H -0.528016 -1.864890 -1.543103 0.00 -0.03 0.05
H -0.104161 -3.122578 -3.638460 0.01 -0.02 0.00
H -0.509347 -2.091973 -5.835293 0.00 0.00 0.00
H -1.332314 0.236477 -6.022935 -0.01 0.00 0.00
H -2.050124 2.466518 -4.261497 0.02 0.01 0.00
Te 4.652610 -0.215269 -0.467797 0.02 0.03 -0.01
C 4.832989 -1.746285 -1.944899 0.00 0.01 0.00
C 5.306783 -3.004374 -1.592778 0.01 0.01 0.00
C 5.434385 -3.982318 -2.568272 0.00 0.00 0.00
N 5.120500 -3.797923 -3.848796 0.00 -0.02 -0.01
C 4.679300 -2.585577 -4.183555 0.00 0.01 0.01
C 4.533466 -1.537324 -3.286703 0.01 0.01 -0.01
C 2.585675 -0.023991 -0.168986 -0.01 0.02 -0.03
P 1.670849 1.431538 -0.520222 0.03 -0.08 0.09
C 2.439049 2.949073 0.205911 -0.04 0.02 -0.13
C 1.676074 4.117619 0.136070 0.05 0.07 0.07
C 2.132725 5.319667 0.655253 -0.03 -0.02 -0.01
C 3.357910 5.370528 1.303143 0.04 0.00 -0.01
C 4.112156 4.211935 1.420396 0.00 0.02 0.00
C 3.659292 3.018321 0.873416 -0.03 -0.05 0.03
C 1.892060 1.794192 -2.318169 -0.03 0.09 0.00
C 1.812724 3.073076 -2.877094 0.03 -0.02 -0.03
C 1.834464 3.257861 -4.252664 0.01 0.00 -0.02
C 1.938917 2.168827 -5.108531 0.01 -0.01 -0.01
C 2.022728 0.893458 -4.568830 -0.03 0.03 0.00
C 1.991764 0.713066 -3.194085 -0.04 0.00 0.05
P 1.676353 -1.112163 0.874258 -0.01 -0.04 0.02
C 2.543913 -1.174712 2.501375 0.04 0.01 -0.01
C 2.035944 -0.349406 3.504378 -0.01 0.02 0.00
C 2.665020 -0.240504 4.737000 -0.01 0.00 0.00
C 3.819156 -0.968724 4.989051 0.01 0.00 0.01
C 4.334411 -1.801316 4.004196 0.01 0.00 -0.01
C 3.703125 -1.902163 2.772350 0.00 0.02 0.01
C 1.932752 -2.834306 0.285333 -0.02 0.02 0.02
C 1.834106 -3.926129 1.153909 0.00 0.00 0.01
C 1.860161 -5.227103 0.674716 -0.01 -0.01 -0.01
C 1.972409 -5.468987 -0.689824 0.00 0.00 0.00
C 2.055833 -4.395773 -1.564868 -0.01 0.01 -0.01
C 2.034448 -3.095682 -1.078603 -0.05 0.02 -0.01
H 5.548944 -3.235317 -0.562979 0.00 0.00 0.01
H 5.792491 -4.971740 -2.301283 0.00 0.00 0.00
H 4.432948 -2.440416 -5.231130 0.00 0.00 -0.01
H 4.184814 -0.573330 -3.633679 0.04 -0.04 0.01
H 0.688419 4.068747 -0.309669 -0.02 0.01 0.02
H 1.513629 6.207259 0.591079 0.00 0.01 -0.01
H 3.710123 6.299347 1.735135 0.00 0.00 0.00
H 5.062532 4.234183 1.940424 0.00 0.00 0.00
H 4.268467 2.131833 0.980989 0.00 -0.06 0.02
H 1.754539 3.942139 -2.234595 0.02 -0.02 -0.07
H 1.784475 4.262474 -4.657604 0.00 0.00 0.00
H 1.963664 2.314406 -6.181923 0.00 0.00 0.00
H 2.099843 0.029413 -5.218397 0.00 -0.01 -0.01
H 2.044305 -0.284302 -2.776383 -0.02 0.00 -0.01
H 1.130038 0.216028 3.307388 0.00 0.00 0.00
H 2.250762 0.406866 5.500900 0.00 0.00 0.00
H 4.314173 -0.890726 5.949456 0.00 0.00 0.00
H 5.237639 -2.369170 4.193827 0.00 0.00 0.00
H 4.115254 -2.550554 2.009768 0.01 0.00 0.00
H 1.735981 -3.754535 2.219863 0.00 -0.01 -0.01
H 1.787053 -6.056344 1.368430 0.00 0.00 0.00
H 1.995324 -6.484720 -1.064928 0.00 0.00 0.00
H 2.158102 -4.567457 -2.630464 0.00 0.00 0.00
H 2.100405 -2.260441 -1.763984 0.00 0.01 -0.02
O -3.527198 -1.143606 2.323137 -0.01 -0.05 0.05
C -4.433988 -1.663404 1.358131 0.07 0.05 -0.22
C -4.924251 -0.435386 0.490056 -0.05 0.07 0.23
O -6.058166 -0.505390 0.019134 0.01 -0.04 -0.10
O -4.065172 0.476076 0.348704 0.02 0.05 0.00
C -3.694225 -2.603376 0.391046 0.04 -0.01 0.05
C -4.231961 -2.923016 -0.856311 0.04 0.08 -0.02
C -3.559723 -3.768543 -1.724979 -0.01 -0.01 -0.02
C -2.331639 -4.311373 -1.374275 0.00 0.00 0.00
C -1.770860 -3.979839 -0.152395 0.04 0.02 0.01
C -2.443515 -3.126310 0.714881 -0.08 -0.06 0.05
C -5.602776 -2.341034 2.066772 -0.01 -0.06 0.00
C -5.782520 -2.167676 3.436187 -0.01 0.03 -0.01
C -6.841446 -2.770050 4.105608 0.00 0.00 0.00
C -7.746843 -3.556426 3.414998 0.00 0.00 0.00
C -7.585144 -3.725371 2.045875 -0.01 0.00 -0.01
C -6.529907 -3.124115 1.381116 0.02 -0.01 0.03
H -3.228168 -1.873904 2.877614 -0.02 -0.01 0.00
H -5.160536 -2.461070 -1.164944 -0.02 0.00 0.01
H -3.993715 -3.989600 -2.692678 0.01 0.01 -0.01
H -1.801704 -4.960976 -2.059874 0.00 -0.01 0.01
H -0.795025 -4.362501 0.123893 0.00 0.00 -0.01
H -1.959400 -2.867930 1.647860 0.01 0.02 0.00
H -5.105169 -1.530613 3.987954 0.01 0.00 -0.01
H -6.955703 -2.614034 5.171572 0.00 0.00 0.00
H -8.572760 -4.028357 3.932704 0.00 0.00 0.00
H -8.290689 -4.327964 1.486855 0.00 0.00 0.00
H -6.436758 -3.257676 0.315459 0.01 -0.01 -0.01
```
Positions in Å, forces in eV/Å.

Properties
**Energy above the lowest of the compared OMol25 structures with the same formula, charge and spin**: 14.53 kJ/mol
**Max |F|**: 0.25 eV/Å
**Multiplicity**: 1
**Charge**: -1
**LUMO level**: 2.024 eV